1.
45
Properties=species:S:1:pos:R:3:forces:R:3:lowdin_charge:R:1 method="wB97M-V/def2-TZVPD" smiles="CCS(=O)(=O)N(C[C@H](C)N1CCOCC1)c1ccccc1" total_charge=0 spin_multiplicity=1 e_above_lowest_kj_mol=288.0 e_homo_ha=-0.3128
C 0.206 4.493 1.338 -0.878 -0.841 -0.055 -0.174
C 4.051 -1.945 -1.029 -0.203 0.943 0.041 -0.086
H 0.564 2.978 2.805 0.344 0.028 0.629 0.110
H 0.418 4.636 0.270 0.036 0.105 0.108 0.117
N -0.042 -1.422 -0.195 -3.124 -1.401 0.104 -0.163
C 0.018 0.690 1.131 -0.014 0.087 0.416 -0.356
H -3.422 -2.653 -2.911 0.096 0.124 0.106 0.075
H 1.616 2.883 1.358 -0.519 -0.356 0.045 0.130
H 1.081 0.698 0.896 0.201 0.087 0.235 0.130
H -0.550 0.495 -0.941 -0.184 0.024 0.301 0.114
H 1.426 0.140 -1.766 0.433 -0.414 0.199 0.121
C 2.036 -2.661 0.072 -0.468 0.178 0.071 -0.014
H 5.122 -2.028 -1.197 -0.216 -0.065 -0.088 0.102
C 0.588 3.045 1.724 -1.200 0.426 -0.240 -0.154
C 1.312 -1.586 -0.490 1.369 -0.739 0.082 -0.303
N -0.403 2.101 1.183 -0.054 -0.332 -1.143 -0.131
H 3.907 -3.644 0.282 0.104 -0.101 -0.041 0.104
C 3.337 -0.856 -1.558 1.021 0.076 -0.899 -0.086
H -2.509 1.709 1.119 0.271 -0.124 0.106 0.121
O -2.439 -2.571 -0.133 2.064 1.046 -1.404 -0.321
H -0.337 -2.645 -3.038 0.232 -0.159 0.201 0.100
C -1.796 2.378 1.611 1.069 0.752 -0.406 -0.149
H -2.440 -4.095 -3.055 0.015 0.014 -0.087 0.079
H 3.838 -0.136 -2.244 -0.334 -0.639 0.706 0.115
H -2.439 -2.896 -4.354 0.240 0.117 0.123 0.078
H -1.347 -1.277 -2.731 -0.042 0.983 0.256 0.079
H 0.245 0.528 3.240 -0.058 -0.023 0.239 0.082
H -2.190 3.784 0.054 0.163 0.056 -0.735 0.108
O -0.531 -4.031 -0.617 -0.375 3.246 -0.919 -0.325
C -0.249 -0.034 2.449 0.871 0.965 -0.179 -0.024
C -1.271 -2.329 -2.582 -0.398 -0.723 -0.306 -0.275
C 1.986 -0.699 -1.323 -0.529 0.501 -0.040 -0.044
H 0.797 5.171 1.961 -0.213 0.101 -0.274 0.120
C -2.150 3.794 1.127 1.249 0.031 0.992 -0.156
H -1.917 2.289 2.700 -0.037 0.077 0.004 0.123
H 1.537 -3.389 0.713 -0.024 0.382 -0.181 0.114
C -2.464 -3.025 -3.270 0.107 -0.359 0.638 -0.108
C -0.654 -0.083 -0.004 -0.145 0.619 -0.755 -0.159
C 3.387 -2.826 -0.192 -0.252 0.090 -0.134 -0.080
H -3.142 4.055 1.489 0.151 0.404 0.239 0.118
S -1.130 -2.676 -0.807 -0.527 -2.436 2.261 0.754
H -1.731 -0.112 0.260 0.619 -0.759 -0.477 0.118
O -1.186 4.803 1.585 -0.318 -0.975 0.022 -0.150
H 0.173 -1.018 2.440 -0.019 -0.705 0.020 0.072
H -1.307 -0.037 2.631 -0.524 -0.313 0.219 0.075

=====

2.
47
Properties=species:S:1:pos:R:3:forces:R:3:lowdin_charge:R:1 method="wB97M-V/def2-TZVPD" smiles="CCCCCCn1c(SCCOC)nc2c1c(=O)[nH]c(=O)n2C" total_charge=0 spin_multiplicity=1 e_above_lowest_kj_mol=81.0 e_homo_ha=-0.2954
H -3.441 3.893 3.843 -0.109 0.033 -0.024 0.092
H 3.661 -2.367 0.413 -0.187 0.044 0.036 0.169
N 0.262 0.620 -0.035 -0.296 -0.356 0.384 -0.015
H -3.849 0.386 3.512 0.073 0.035 -0.022 0.126
H 0.258 2.666 -0.292 0.130 -0.070 0.043 0.119
N 2.704 -2.055 0.541 0.445 -0.059 -0.105 0.210
H 1.863 0.447 -2.798 0.063 -0.078 0.082 0.099
C 0.483 0.500 -4.459 0.064 0.123 0.077 -0.218
C -0.965 0.355 0.458 0.167 -0.115 0.008 -0.585
H 0.210 -4.325 2.400 -0.084 0.098 -0.020 0.089
H 0.724 -0.485 -4.864 -0.070 -0.043 -0.059 0.110
C -3.047 0.803 2.882 0.025 -0.261 0.013 -0.301
O 3.246 -0.136 -0.559 0.212 0.137 -0.131 0.068
H -1.176 -3.646 1.496 -0.003 -0.021 0.044 0.095
C 0.222 1.720 -2.238 0.259 -0.241 0.152 -0.170
H 0.865 1.542 -6.287 -0.032 0.101 0.014 0.103
H -3.541 -0.373 1.141 -0.136 -0.003 0.039 0.077
C -3.816 2.991 3.362 0.055 -0.025 0.004 -0.110
H -4.627 2.566 3.966 -0.013 0.025 -0.011 0.092
H 3.189 1.369 -4.310 0.131 -0.018 0.091 0.065
H 0.349 -0.405 -2.525 0.077 -0.022 0.059 0.116
C 0.679 1.780 -0.778 0.023 0.610 -0.502 -0.139
O -2.724 2.106 3.285 0.065 0.081 0.082 -0.209
C 2.752 1.297 -5.302 -0.211 0.141 -0.016 -0.107
H -4.205 3.252 2.372 -0.030 0.022 0.009 0.081
C 1.906 -2.951 1.229 -0.115 -0.011 0.030 -0.474
H -0.870 1.704 -2.275 -0.037 0.070 -0.071 0.097
C -0.323 -3.414 2.134 -0.135 -0.220 0.143 -0.004
C 1.033 -0.483 0.264 -0.285 -0.686 0.434 -0.076
O 2.338 -4.008 1.625 0.206 -0.306 0.093 0.076
H -0.680 -2.911 3.032 -0.019 -0.044 -0.002 0.095
C 2.405 -0.798 0.014 -0.296 0.008 0.080 -0.405
H 3.241 2.028 -5.941 0.122 0.028 -0.034 0.068
N 0.599 -2.557 1.424 0.059 -0.088 0.030 0.006
C 1.250 1.551 -5.264 0.008 -0.215 0.006 -0.268
H -4.423 1.178 1.227 -0.003 -0.032 -0.083 0.072
H -0.590 0.661 -4.599 -0.058 -0.090 -0.031 0.109
H 1.770 1.814 -0.731 -0.136 0.061 0.063 0.128
H -2.136 0.219 3.033 -0.224 0.003 0.001 0.108
C 0.786 0.498 -2.960 -0.204 0.109 -0.168 -0.203
C -3.476 0.676 1.420 0.475 0.182 0.115 -0.419
N -1.048 -0.823 1.063 -0.063 -0.358 0.136 0.152
H 1.059 2.546 -4.857 -0.057 0.083 -0.064 0.094
H 0.563 2.633 -2.724 -0.048 0.111 -0.013 0.111
S -2.279 1.469 0.302 -0.400 0.304 -0.182 1.014
H 2.958 0.304 -5.696 0.079 -0.116 -0.030 0.074
C 0.190 -1.349 0.948 0.514 1.071 -0.699 -0.214

=====

3.
52
Properties=species:S:1:pos:R:3:forces:R:3:mulliken_spin:R:1 method="wB97M-V/def2-TZVPD" s2=6.06 total_charge=+1 spin_multiplicity=5 e_above_lowest_kj_mol=76.7 e_homo_ha="-0.3035 / -0.4086"
C -1.176 2.372 1.149 0.630 -0.940 0.119 0.008
C 3.777 1.236 4.007 2.135 1.194 1.187 0.001
H 1.866 -4.531 -1.123 0.147 0.114 -0.210 0.006
N 1.079 -0.163 2.131 1.317 -1.357 0.968 0.110
C 1.687 -0.003 4.667 -0.187 0.073 0.314 -0.012
H -2.274 -0.571 0.873 0.263 -0.714 -0.162 -0.002
C -0.050 -2.737 -0.391 2.617 -0.590 -0.781 0.128
H 1.904 -3.563 -2.608 -0.011 0.170 0.416 0.011
H -0.205 -1.074 4.963 0.139 0.016 0.707 0.001
H -1.829 3.571 2.743 0.053 0.074 0.045 -0.003
C 2.583 0.500 3.734 0.425 -0.023 -0.705 0.007
H -0.695 -1.173 2.511 0.427 0.322 0.467 0.009
H -2.992 2.321 2.310 0.213 0.074 -0.288 0.002
H -1.125 -4.305 0.634 0.127 0.319 -0.326 0.009
O 3.024 -1.078 -0.536 1.666 0.297 -0.515 0.476
H -1.491 0.633 -2.356 -0.648 -0.820 -0.081 0.003
H -1.798 -3.906 -0.941 0.316 0.052 0.171 0.011
O -2.367 0.445 1.176 1.031 1.036 -0.178 0.134
C 0.196 -0.706 2.955 1.078 0.476 0.662 -0.027
H 0.448 1.356 -1.829 1.210 0.365 0.410 -0.028
N 1.029 2.089 0.506 1.424 0.969 -1.617 0.158
H -2.784 3.770 1.300 -0.132 -0.022 -0.045 -0.003
H 0.129 -1.482 -3.917 0.082 0.961 0.786 0.003
H 1.931 0.123 5.694 0.059 0.009 0.747 -0.001
C 0.510 -0.635 4.294 -0.260 -0.239 -0.024 0.016
C 1.293 -2.540 -0.766 -3.344 -1.765 0.293 0.239
H 3.152 -3.328 -1.364 -0.011 -0.078 -0.094 0.011
C -2.265 3.028 1.906 -0.383 0.477 0.133 0.010
N 4.738 1.867 4.211 -1.872 -1.218 -0.455 0.003
O 2.147 2.548 0.083 -0.829 -0.081 0.600 0.402
H -2.216 -0.931 -3.100 -0.633 0.125 -0.310 0.002
H -0.298 -4.845 -0.824 -0.024 0.344 0.034 -0.003
C 2.302 0.319 2.395 -1.661 -0.374 0.519 -0.030
H 0.731 -0.255 -2.804 -0.269 -0.591 -0.002 -0.001
H -0.528 5.006 0.997 0.116 0.055 0.040 0.001
C 2.094 -3.535 -1.519 0.416 -0.403 0.107 0.004
H -1.400 0.538 -4.090 -1.172 0.048 -1.215 0.000
H 2.937 0.580 1.539 -0.164 -0.020 0.542 0.012
O -1.893 -1.836 0.459 -0.423 1.252 0.406 0.293
C 0.053 2.983 0.813 0.021 -0.481 0.869 0.105
N 1.817 -1.346 -0.339 -0.368 1.800 0.939 0.395
H 0.965 4.563 1.853 0.077 0.117 -0.101 0.010
N -1.197 1.040 0.882 -0.787 0.677 0.119 0.210
O 1.123 0.698 -1.562 0.069 0.979 -4.653 0.026
O -0.033 -0.782 -3.237 -1.689 0.179 -0.219 -0.015
Rh 0.474 0.061 0.292 -4.991 -2.009 0.048 0.847
C -0.849 -4.001 -0.391 -0.039 -0.690 -0.345 -0.018
N -0.635 -1.630 0.166 -0.006 -0.464 -0.270 0.448
C -1.651 -0.028 -3.227 4.330 -0.273 1.274 0.018
H 0.983 4.750 0.087 0.042 -0.048 0.140 0.005
H 1.958 1.110 -1.239 -0.064 0.359 -0.476 -0.003
C 0.386 4.415 0.937 -0.463 0.270 0.009 0.011

=====

4.
49
Properties=species:S:1:pos:R:3:forces:R:3:mulliken_spin:R:1 method="wB97M-V/def2-TZVPD" s2=3.78 total_charge=+3 spin_multiplicity=4 e_homo_ha="-0.6549 / -0.6549"
C 0.172 -1.475 -1.940 -0.910 -3.881 -4.477 0.029
C 3.806 -0.809 0.776 0.382 0.791 -0.847 0.008
C 2.015 -2.886 0.361 -0.821 -0.033 -0.523 0.062
H 1.013 -3.298 0.525 0.259 -0.168 -0.026 -0.008
B -1.229 -0.856 0.717 -1.857 -0.947 1.421 0.139
H -2.700 1.849 -0.068 0.114 0.231 -0.154 -0.005
P -0.866 1.364 -1.583 -3.065 3.900 -2.552 -0.028
H 4.844 3.194 -3.604 -0.217 -0.115 0.027 0.000
H 2.286 -3.004 -0.697 0.033 -0.146 0.284 -0.001
H -5.896 -1.611 3.696 0.373 0.027 -0.160 0.002
H -5.156 -3.921 3.180 0.044 0.121 -0.029 0.002
C -2.959 -0.912 2.159 -0.788 0.908 -0.323 0.246
O -1.486 -2.240 1.048 0.086 1.367 0.213 0.081
H -2.797 0.073 -2.274 0.041 0.156 -0.260 -0.001
H -0.617 3.220 -3.144 -0.017 -0.253 0.262 -0.002
Re 0.327 -0.210 -0.490 0.268 -0.125 -0.846 1.426
H -2.646 1.586 -3.235 0.248 -0.121 0.228 0.013
H 2.564 -1.288 3.116 -0.210 0.037 -0.281 0.005
H 5.035 4.556 -2.527 -0.409 0.021 0.040 0.000
H -2.941 -4.345 2.073 -0.196 0.191 0.014 0.004
H 2.756 -3.393 0.990 -0.122 0.217 -0.009 0.017
Cl 3.662 3.503 -0.161 -0.243 0.727 1.070 0.000
O -2.199 -0.027 1.455 0.916 -1.498 -0.240 0.089
C -4.523 -3.079 2.912 1.535 -1.813 -0.598 0.232
C -4.934 -1.772 3.201 -0.087 1.845 0.223 0.223
H 4.273 -1.459 1.529 -0.449 0.050 -0.125 -0.002
C -2.098 0.742 -2.794 0.242 -0.822 0.145 0.057
C -4.141 -0.685 2.846 -0.212 0.801 0.364 -0.047
H 0.806 -1.526 2.827 0.165 0.060 0.046 -0.002
C -2.538 -2.233 1.902 -0.166 -1.694 -0.716 0.242
C 1.690 -0.945 2.545 -0.748 0.251 -0.054 0.026
C 4.351 3.744 -2.803 0.799 0.526 -0.231 0.000
H 4.037 0.233 1.008 -0.014 -0.069 -0.026 0.002
H 0.692 3.195 -1.913 -0.104 -0.020 -0.155 0.001
C -3.291 -3.337 2.291 -0.149 0.030 0.198 -0.054
C 0.070 2.581 -2.574 0.873 -0.374 0.183 0.024
O 0.092 -2.237 -2.839 0.434 3.640 4.319 0.144
H -2.357 3.242 -1.157 0.208 -0.266 0.034 0.002
H 3.402 4.164 -3.175 0.332 -0.088 0.326 0.000
H 0.724 2.045 -3.270 -0.052 0.190 -0.007 -0.001
H -1.579 0.178 -3.580 -0.248 0.156 0.065 -0.002
H 4.244 -1.036 -0.199 -0.005 0.091 0.039 0.000
H 1.503 0.109 2.781 0.112 -0.157 0.122 0.001
P 2.008 -1.092 0.740 4.229 -2.224 3.701 0.044
O 4.103 1.606 -1.769 0.007 1.481 0.314 0.000
C -1.914 2.446 -0.544 0.230 -0.314 0.652 0.028
C 4.127 2.823 -1.660 -0.537 -2.685 -1.494 0.000
H -4.436 0.334 3.076 -0.121 -0.126 -0.085 0.004
H -1.299 2.891 0.246 -0.182 0.125 -0.073 0.001